C4H8ClN | ωB97M-V/def2-TZVPD

Geometry as XYZ:
```
14
C4H8ClN, DFT ωB97M-V/def2-TZVPD
Cl 1.732 0.352 -0.266
N -0.983 -0.513 -1.097
C -0.647 -1.083 0.157
C -1.142 1.374 0.495
C 0.677 -0.817 0.855
C -1.710 -0.055 -0.008
H -2.945 -0.076 -0.080
H 0.533 -0.137 1.773
H -1.223 1.287 1.581
H -0.384 0.260 -1.584
H -0.813 -2.104 0.359
H -1.756 2.208 0.033
H -0.164 1.445 0.021
H 1.115 -1.794 1.091
```

SMILES	C[C@H]1N[C@H]1CCl
F_max	4.4	eV/A
charge	0
DFT total energy	-672.0518	Ha
spin multiplicity	1
energy above the lowest of the compared OMol25 structures with the same formula, charge and spin	223.1	kJ/mol

natural (NBO) atomic charge list, values in e, 5 entries: atom 1 (Cl): -0.1369, atom 2 (N): -0.6022, atom 3 (C): -0.1271, atom 4 (C): -0.6646, atom 5 (C): -0.3121